ORCA calculation (ωB97M-V with the def2-TZVPD basis set) on a cluster of 5 separate species, C23H31N5P in total.

Structure (ORCA input):
```
! wB97M-V def2-TZVPD RIJCOSX def2/J DEFGRID3
* xyz -1 1
C 1.962 -2.352 0.684
C 1.930 -2.113 2.184
N 0.841 -2.431 2.798
C 3.090 -1.430 2.768
P 2.929 0.566 2.631
H 2.317 -1.447 0.183
H 2.665 -3.158 0.435
H 0.965 -2.622 0.322
H 0.947 -2.204 3.788
H 4.030 -1.693 2.269
H 3.159 -1.642 3.843
H 2.848 0.426 1.150
H 1.449 0.411 2.727
H 3.006 0.674 4.113
H 4.405 0.661 2.536
H 2.790 2.025 2.520
N 4.288 -3.637 -1.778
C 3.726 -4.827 -1.959
C 3.306 -5.295 -3.196
C 3.476 -4.479 -4.303
C 4.053 -3.233 -4.124
C 4.441 -2.859 -2.844
H 3.592 -5.432 -1.069
H 2.848 -6.272 -3.282
H 3.156 -4.805 -5.285
H 4.196 -2.554 -4.955
H 4.884 -1.886 -2.664
N -1.221 -1.392 -0.442
C -0.946 -0.646 0.628
C -1.477 0.628 0.811
C -2.331 1.145 -0.147
C -2.629 0.369 -1.258
C -2.045 -0.886 -1.355
H -0.281 -1.074 1.372
H -1.216 1.189 1.698
H -2.774 2.127 -0.031
H -3.302 0.724 -2.028
H -2.254 -1.519 -2.213
N 1.111 4.594 -0.722
C 0.535 3.402 -0.854
C 0.021 2.935 -2.059
C 0.131 3.740 -3.180
C 0.740 4.979 -3.055
C 1.207 5.358 -1.806
H 0.486 2.788 0.039
H -0.453 1.964 -2.110
H -0.252 3.407 -4.136
H 0.850 5.641 -3.904
H 1.685 6.322 -1.670
N -5.776 1.528 0.882
C -5.083 0.714 1.675
C -5.311 0.600 3.040
C -6.310 1.368 3.612
C -7.040 2.218 2.796
C -6.734 2.261 1.444
H -4.300 0.130 1.202
H -4.705 -0.072 3.633
H -6.514 1.310 4.674
H -7.830 2.841 3.195
H -7.284 2.919 0.780
*
```

The calculation puts the HOMO-LUMO gap at 5.85 eV. Its strongest force on any atom is 0.47 eV/A. For the HOMO energy, the calculation gives -3.32 eV.

ORCA calculation (ωB97M-V with the def2-TZVPD basis set) on a structure of composition C25H26ClN6O6Zn at a distorted geometry.

Structure (ORCA input):
```
! wB97M-V def2-TZVPD RIJCOSX def2/J DEFGRID3
* xyz 1 1
Zn 0.039 -0.547 0.013
O 0.106 -5.002 3.483
C 0.067 -3.914 4.209
O 0.056 -3.922 5.412
C 0.023 -2.604 3.466
C 0.023 -1.344 4.069
Cl 0.230 -1.108 5.735
N -0.097 -0.392 3.080
N -0.143 -1.030 1.905
C -0.064 -2.336 2.092
C 0.029 -3.167 0.836
O 0.112 -4.381 0.912
O 0.049 -2.471 -0.229
C -0.213 0.995 3.065
C -0.377 1.636 4.325
C -0.402 2.913 4.806
C -0.175 4.226 4.104
C -0.675 3.112 1.859
C -0.133 1.697 1.699
H 0.105 -4.876 2.488
H -0.486 0.906 5.112
H -0.445 2.995 5.887
H -1.096 4.802 3.979
H -0.496 3.678 0.928
H -0.698 1.727 -0.224
N -0.251 -0.472 -2.073
C -0.476 0.674 -2.968
C 0.498 1.817 -2.674
N -0.018 2.647 -1.584
H 0.595 -0.955 -2.375
H -0.988 -1.160 -2.229
H -1.496 1.031 -2.815
H -0.372 0.367 -4.013
H 0.659 2.394 -3.592
H 1.460 1.405 -2.360
H -0.818 3.177 -1.921
H 0.687 3.321 -1.303
O 6.292 1.923 1.862
C 6.129 0.906 0.909
C 4.671 0.618 0.711
C 4.252 -0.400 -0.152
C 2.904 -0.626 -0.305
N 1.954 0.081 0.315
C 2.342 1.056 1.178
C 3.702 1.339 1.380
C 1.342 1.859 1.803
C 1.512 3.020 2.623
C 0.322 3.663 2.837
C 0.825 5.108 4.888
O 2.060 4.498 5.121
C -2.145 2.780 1.825
C -2.257 1.691 1.065
N -0.970 1.166 0.625
H 7.231 2.059 2.026
H 6.626 -0.026 1.225
H 6.560 1.196 -0.064
H 4.971 -0.998 -0.688
H 2.554 -1.412 -0.959
H 4.007 2.120 2.056
H 2.426 3.286 3.122
H 0.349 5.426 5.824
H 1.046 5.991 4.283
H 1.973 3.819 5.800
H -2.947 3.354 2.244
H -3.154 1.190 0.750
*
```

The calculation puts the HOMO-LUMO gap (alpha / beta) at 6.13 / 6.17 eV. Its strongest force on any atom is 1.18 eV/A. For the HOMO energy (alpha / beta), the calculation gives -10.29 / -10.21 eV. The energy above the lowest of the compared OMol25 structures with the same formula, charge and spin comes out at 127.5 kcal per mole.

ORCA calculation (ωB97M-V with the def2-TZVPD basis set) on a cluster of 2 separate species, C6H8Cl3O2P in total at a distorted geometry.

Structure (ORCA input):
```
! wB97M-V def2-TZVPD RIJCOSX def2/J DEFGRID3
* xyz 0 1
C -0.908 -1.766 -3.231
C 0.070 -0.135 3.380
C -1.688 -1.119 -2.304
C 0.981 0.766 2.980
C -1.267 0.196 -1.746
C 2.155 0.345 2.282
O 1.716 0.645 -1.640
O -0.576 0.044 -0.548
P 0.841 1.027 -0.465
Cl -2.778 1.151 -1.550
Cl 2.562 -1.248 2.067
Cl 0.240 2.973 -0.634
H -1.128 -2.840 -3.413
H 0.086 -1.439 -3.502
H -0.774 0.298 4.006
H 0.141 -1.164 3.447
H -2.728 -1.509 -2.190
H 0.945 1.824 3.444
H -0.813 0.906 -2.440
H 2.924 1.045 2.057
*
```

The calculation puts the HOMO-LUMO gap (alpha / beta) at 8.21 / 5.72 eV. Its strongest force on any atom is 4.36 eV/A. For the HOMO energy (alpha / beta), the calculation gives -9.53 / -8.35 eV. The energy above the lowest of the compared OMol25 structures with the same formula, charge and spin comes out at 37.1 kcal per mole.

ORCA calculation (ωB97M-V with the def2-TZVPD basis set) on a structure of composition C19H33AsBCrN6S4Si at a distorted geometry.

Structure (ORCA input):
```
! wB97M-V def2-TZVPD RIJCOSX def2/J DEFGRID3
* xyz -2 2
Cr -0.049 0.041 -0.179
C 0.455 3.762 -1.104
C -0.154 3.376 0.191
C -0.597 4.267 1.187
C -1.042 3.481 2.225
C -1.617 3.907 3.536
N -0.878 2.196 1.861
N -0.334 2.123 0.611
B -1.266 0.934 2.647
N -2.271 0.132 1.802
N -1.967 -0.174 0.521
C -3.041 -0.747 -0.017
C -3.111 -1.168 -1.446
C -4.056 -0.820 0.949
C -3.528 -0.250 2.090
C -4.174 -0.029 3.418
N 0.016 0.111 2.844
N 0.732 -0.258 1.758
C 1.896 -0.731 2.189
C 2.989 -1.165 1.273
C 1.924 -0.679 3.592
C 0.715 -0.128 3.968
C 0.201 0.176 5.337
H 0.084 4.742 -1.413
H 0.226 3.031 -1.875
H 1.545 3.825 -1.013
H -0.574 5.343 1.145
H -1.643 4.994 3.579
H -1.015 3.542 4.371
H -2.630 3.521 3.669
H -1.748 1.221 3.703
H -2.132 -1.063 -1.912
H -3.824 -0.545 -1.989
H -3.436 -2.207 -1.529
H -5.036 -1.255 0.832
H -5.167 -0.475 3.417
H -4.271 1.038 3.628
H -3.595 -0.479 4.226
H 2.608 -1.314 0.264
H 3.453 -2.086 1.630
H 3.757 -0.391 1.221
H 2.733 -0.976 4.239
H 0.885 -0.230 6.081
H -0.790 -0.253 5.490
H 0.117 1.253 5.496
S 4.569 1.173 -4.262
As 3.116 2.165 -3.079
S 1.744 0.232 -1.705
S -0.121 0.619 -2.438
S 4.175 3.274 -1.599
C -0.978 -4.573 -2.036
Si 0.324 -3.149 -1.982
C 2.016 -4.020 -1.890
C 0.273 -2.500 -3.764
C -0.013 -2.121 -0.451
H -1.442 -4.639 -3.024
H -1.774 -4.415 -1.303
H -0.513 -5.540 -1.824
H 2.114 -4.748 -2.700
H 2.154 -4.552 -0.944
H 2.823 -3.291 -1.996
H 0.461 -3.315 -4.471
H 1.025 -1.729 -3.930
H -0.697 -2.062 -4.003
H 0.725 -2.452 0.292
H -0.976 -2.470 -0.055
*
```

The calculation puts the HOMO-LUMO gap (alpha / beta) at 4.36 / 4.37 eV. Its strongest force on any atom is 1.77 eV/A. For the HOMO energy (alpha / beta), the calculation gives -0.59 / -0.60 eV. The energy above the lowest of the compared OMol25 structures with the same formula, charge and spin comes out at 35.2 kcal per mole.

ORCA calculation (ωB97M-V with the def2-TZVPD basis set) on the molecule C4H5N at a distorted geometry.

Structure (ORCA input):
```
! wB97M-V def2-TZVPD RIJCOSX def2/J DEFGRID3
* xyz 0 1
C -0.210 -0.580 -1.047
C -1.076 0.326 -0.441
C -0.434 0.853 0.710
C 0.850 -0.734 -0.194
H -0.424 -1.170 -1.971
H -2.064 0.472 -0.859
H -0.711 1.504 1.575
H 1.489 0.462 1.606
H 1.824 -1.318 -0.265
N 0.758 0.185 0.885
*
```

As for the SMILES: c1cc[nH]c1. The calculation puts the HOMO-LUMO gap at 9.16 eV. Its strongest force on any atom is 3.45 eV/A. For the HOMO energy, the calculation gives -8.12 eV. The energy above the lowest of the compared OMol25 structures with the same formula, charge and spin comes out at 13.3 kcal per mole.

ORCA calculation (ωB97M-V with the def2-TZVPD basis set) on the ion CH2N5S with charge -1 at a distorted geometry.

Structure (ORCA input):
```
! wB97M-V def2-TZVPD RIJCOSX def2/J DEFGRID3
* xyz -1 1
C 0.822 -0.362 -0.005
N 2.015 -1.000 0.178
N 1.039 0.955 -0.189
N 2.881 -0.107 0.074
N 2.340 1.081 -0.036
N -0.671 -0.817 -0.184
S -1.707 0.530 0.047
H -0.824 -1.715 0.317
H 0.154 1.403 -0.095
*
```

As for the SMILES: [S-]Nc1nnn[nH]1. The calculation puts the HOMO-LUMO gap at 6.89 eV. Its strongest force on any atom is 5.99 eV/A. For the HOMO energy, the calculation gives -2.91 eV. The energy above the lowest of the compared OMol25 structures with the same formula, charge and spin comes out at 29.1 kcal per mole.